Entry from OMol25: an isolated molecule of C4H5NO2 (the ωB97M-V functional and the def2-TZVPD basis).

Calculated values
**Molar mass**: 99.1 g/mol
**ΔE to the lowest compared entry with this formula, charge and spin**: 191.3 kJ/mol
**E_tot**: -360.5966 a.u.
**HOMO energy**: -10.243 eV
**HOMO-LUMO gap**: 10.8 eV
**F_max**: 0.56 eV/Å

Element x y z (Å)
1 O -1.285 -0.090 -2.374
2 C -0.418 -0.082 -1.534
3 C -0.601 -0.726 -0.195
4 C 0.570 -0.989 0.703
5 N -0.324 0.100 0.986
6 C 0.179 1.403 0.842
7 O 1.347 1.700 0.832
8 H 0.549 0.428 -1.711
9 H -1.480 -1.362 -0.139
10 H 1.575 -0.719 0.385
11 H 0.507 -1.822 1.399
12 H -0.618 2.159 0.806

Here are the Löwdin charges for atoms 1 to 5, given in e:
1. O 0.071
2. C -0.218
3. C -0.183
4. C -0.070
5. N -0.009

=====

Entry from OMol25: an isolated molecule of C3H7NO3 in a non-equilibrium geometry (the ωB97M-V functional and the def2-TZVPD basis).

Calculated values
**Molar mass**: 105.1 g/mol
**ΔE to the lowest compared entry with this formula, charge and spin**: 145.9 kJ/mol
**E_tot**: -398.9821 a.u.
**HOMO energy**: -9.822 eV
**HOMO-LUMO gap**: 10.5 eV
**F_max**: 2.54 eV/Å

Element x y z (Å)
1 O -1.044 -1.402 2.031
2 C -0.428 -0.528 1.462
3 O 0.664 0.070 1.974
4 N -0.911 -0.031 0.258
5 C -0.034 0.774 -0.613
6 C 0.074 0.270 -2.040
7 O 1.368 0.711 -2.498
8 H 1.314 -0.618 2.196
9 H -1.618 -0.692 -0.015
10 H 0.956 0.846 -0.177
11 H -0.506 1.758 -0.608
12 H -0.035 -0.777 -2.295
13 H -0.661 0.868 -2.606
14 H 1.415 0.707 -3.457

Here are the Löwdin charges for atoms 1 to 5, given in e:
1. O 0.072
2. C -0.612
3. O 0.097
4. N 0.078
5. C -0.152

=====

Entry from OMol25: a cluster of 14 separate species, C56H112O14 in total in a non-equilibrium geometry (the ωB97M-V functional and the def2-TZVPD basis).

Calculated values
**Molar mass**: 1009.5 g/mol
**ΔE to the lowest compared entry with this formula, charge and spin**: 368.5 kJ/mol
**E_tot**: -3253.9112 a.u.
**HOMO energy**: -9.252 eV
**HOMO-LUMO gap**: 9.8 eV
**F_max**: 3.50 eV/Å

Element x y z (Å)
1 C 2.251 1.920 3.839
2 C 3.358 2.819 4.222
3 C 2.946 4.168 3.459
4 O 1.553 4.017 3.217
5 C 1.059 2.829 3.810
6 H 2.101 1.085 4.586
7 H 2.416 1.469 2.862
8 H 4.282 2.411 3.916
9 H 3.441 3.047 5.315
10 H 3.498 4.315 2.521
11 H 3.143 4.959 4.189
12 H 0.182 2.594 3.239
13 H 0.826 2.971 4.808
14 C 0.287 -3.556 -4.834
15 C -0.822 -4.511 -5.198
16 C -0.591 -5.565 -4.100
17 O 0.814 -5.703 -3.934
18 C 1.260 -4.352 -3.826
19 H -0.143 -2.725 -4.370
20 H 0.739 -3.215 -5.791
21 H -0.713 -4.990 -6.225
22 H -1.777 -4.009 -5.123
23 H -0.877 -6.612 -4.342
24 H -1.069 -5.328 -3.163
25 H 2.340 -4.314 -4.155
26 H 1.170 -3.926 -2.867
27 C -4.896 -1.819 -1.240
28 C -5.099 -2.042 -2.728
29 C -3.643 -1.841 -3.177
30 O -2.759 -2.102 -2.054
31 C -3.556 -2.568 -0.953
32 H -5.763 -2.128 -0.664
33 H -4.741 -0.761 -1.093
34 H -5.608 -1.146 -3.074
35 H -5.568 -3.059 -2.922
36 H -3.534 -0.727 -3.392
37 H -3.357 -2.479 -3.999
38 H -3.171 -2.190 -0.032
39 H -3.626 -3.624 -1.002
40 C -5.679 2.441 -0.636
41 C -6.783 1.650 0.162
42 C -6.545 2.046 1.589
43 O -5.146 2.286 1.662
44 C -4.561 2.252 0.342
45 H -6.080 3.417 -0.869
46 H -5.518 1.907 -1.614
47 H -6.642 0.567 0.129
48 H -7.773 1.901 -0.188
49 H -6.834 1.256 2.259
50 H -6.984 2.962 1.859
51 H -4.010 1.322 0.118
52 H -3.872 3.058 0.388
53 C 0.277 0.111 -3.769
54 C 0.747 0.180 -5.228
55 C 1.577 1.422 -5.218
56 O 0.809 2.331 -4.422
57 C 0.014 1.608 -3.463
58 H 1.093 -0.280 -3.074
59 H -0.631 -0.435 -3.545
60 H -0.181 0.240 -5.838
61 H 1.384 -0.689 -5.483
62 H 1.695 1.845 -6.223
63 H 2.565 1.180 -4.667
64 H -1.016 1.857 -3.622
65 H 0.477 1.869 -2.511
66 C -3.033 -1.346 4.526
67 C -2.809 0.033 3.941
68 C -2.991 -0.165 2.468
69 O -2.492 -1.455 2.294
70 C -3.051 -2.268 3.331
71 H -3.983 -1.286 5.014
72 H -2.287 -1.568 5.287
73 H -1.735 0.347 4.068
74 H -3.349 0.857 4.445
75 H -2.360 0.528 1.815
76 H -4.059 -0.127 2.151
77 H -2.629 -3.279 3.543
78 H -4.124 -2.464 3.121
79 C 7.063 -1.454 2.893
80 C 6.942 -0.661 1.537
81 C 5.487 -0.124 1.575
82 O 4.830 -0.648 2.764
83 C 5.617 -1.797 3.173
84 H 7.305 -0.714 3.707
85 H 7.719 -2.314 2.940
86 H 7.020 -1.280 0.683
87 H 7.687 0.148 1.399
88 H 4.942 -0.393 0.690
89 H 5.533 0.961 1.681
90 H 5.297 -2.643 2.536
91 H 5.497 -1.997 4.268
92 C 4.202 -1.101 -4.217
93 C 5.634 -0.567 -4.180
94 C 6.187 -1.276 -2.910
95 O 5.094 -1.201 -2.041
96 C 3.978 -1.705 -2.757
97 H 4.237 -1.914 -4.899
98 H 3.433 -0.391 -4.399
99 H 5.731 0.430 -3.893
100 H 6.191 -0.798 -5.108
101 H 7.013 -0.792 -2.434
102 H 6.476 -2.339 -3.160
103 H 3.040 -1.286 -2.308
104 H 3.999 -2.790 -2.783
105 C -3.378 -6.518 1.106
106 C -1.986 -7.090 0.924
107 C -1.522 -6.426 -0.405
108 O -2.666 -5.756 -0.948
109 C -3.798 -6.288 -0.307
110 H -3.278 -5.494 1.457
111 H -4.161 -7.122 1.679
112 H -2.104 -8.208 0.904
113 H -1.290 -6.767 1.707
114 H -1.131 -7.265 -1.015
115 H -0.801 -5.602 -0.324
116 H -4.074 -7.197 -0.854
117 H -4.625 -5.591 -0.456
118 C -0.612 -0.431 -0.213
119 C 0.476 0.415 0.437
120 C 1.821 -0.065 -0.065
121 O 1.579 -1.407 -0.594
122 C 0.159 -1.705 -0.581
123 H -1.102 0.114 -1.099
124 H -1.421 -0.668 0.460
125 H 0.475 0.332 1.524
126 H 0.326 1.481 0.140
127 H 2.530 -0.080 0.776
128 H 2.266 0.543 -0.895
129 H 0.041 -2.527 0.168
130 H -0.302 -2.081 -1.548
131 C -2.313 4.395 2.535
132 C -2.651 4.307 4.092
133 C -3.447 5.605 4.313
134 O -3.379 6.372 3.162
135 C -3.306 5.476 2.115
136 H -2.394 3.446 1.994
137 H -1.319 4.823 2.414
138 H -1.730 4.388 4.735
139 H -3.243 3.438 4.399
140 H -3.110 6.187 5.209
141 H -4.463 5.153 4.533
142 H -3.126 6.002 1.160
143 H -4.243 4.933 2.055
144 C 2.232 -2.612 4.340
145 C 1.468 -2.636 3.055
146 C 0.465 -3.706 3.262
147 O -0.007 -3.547 4.557
148 C 1.033 -2.825 5.338
149 H 2.806 -1.685 4.413
150 H 2.927 -3.416 4.156
151 H 2.043 -2.771 2.149
152 H 0.995 -1.673 2.768
153 H 1.062 -4.689 3.085
154 H -0.346 -3.721 2.546
155 H 1.218 -3.323 6.281
156 H 0.582 -1.807 5.543
157 C -1.427 6.599 -1.655
158 C -0.383 6.238 -0.555
159 C -0.470 4.705 -0.523
160 O -1.810 4.392 -0.758
161 C -2.285 5.261 -1.784
162 H -0.975 6.755 -2.644
163 H -2.076 7.470 -1.457
164 H -0.748 6.637 0.448
165 H 0.618 6.655 -0.784
166 H -0.215 4.233 0.451
167 H 0.142 4.295 -1.297
168 H -3.371 5.371 -1.633
169 H -2.178 4.878 -2.783
170 C 4.381 2.700 -2.799
171 C 3.291 3.775 -2.715
172 C 2.786 3.554 -1.260
173 O 3.871 3.230 -0.444
174 C 4.889 2.588 -1.325
175 H 5.143 3.120 -3.427
176 H 3.909 1.831 -3.178
177 H 2.609 3.586 -3.514
178 H 3.816 4.684 -2.760
179 H 2.005 2.817 -1.159
180 H 2.351 4.477 -0.979
181 H 5.098 1.561 -1.015
182 H 5.863 3.095 -1.266

Here are the Löwdin charges for atoms 1 to 5, given in e:
1. C -0.199
2. C -0.151
3. C -0.155
4. O -0.146
5. C -0.215